(1)
{"formula": "C40H53BBiN10O6S6", "method": "wB97M-V/def2-TZVPD", "symbols": ["Bi", "O", "C", "C", "C", "C", "C", "C", "C", "O", "N", "N", "C", "C", "C", "C", "C", "C", "C", "O", "H", "H", "H", "H", "H", "H", "H", "H", "H", "H", "C", "C", "C", "C", "N", "C", "C", "N", "B", "N", "C", "C", "N", "C", "S", "C", "C", "C", "C", "N", "C", "C", "N", "C", "S", "C", "C", "C", "C", "C", "S", "H", "H", "H", "H", "H", "H", "H", "H", "H", "H", "H", "H", "H", "H", "H", "H", "H", "H", "H", "H", "H", "H", "H", "H", "H", "H", "H", "H", "H", "H", "H", "H", "H", "H", "S", "C", "S", "C", "N", "C", "C", "N", "H", "H", "H", "H", "H", "H", "C", "S", "O", "O", "O", "H", "H", "H"], "xyz": [[0.4335, -0.2437, -1.4943], [2.4383, -1.6007, 3.1493], [3.2564, -2.5632, 2.6783], [4.0349, -3.3183, 3.5526], [4.8475, -4.3441, 3.0944], [4.8910, -4.6173, 1.7360], [4.1366, -3.8570, 0.8603], [3.3094, -2.8252, 1.2972], [2.5246, -2.0243, 0.3062], [1.8531, -1.0366, 0.6432], [2.6970, -2.4657, -0.9387], [2.0719, -1.7412, -1.8666], [2.4129, -1.8013, -3.0989], [1.9259, -0.8029, -4.0694], [2.2634, -1.1691, -5.4646], [2.7474, -0.2648, -6.3496], [3.0593, 1.0490, -5.9583], [2.8886, 1.4497, -4.6417], [2.3934, 0.6093, -3.6553], [2.2553, 0.9625, -2.4245], [2.5556, -1.4669, 4.0981], [3.9833, -3.1088, 4.6165], [5.4204, -4.9379, 3.7990], [5.5051, -5.4274, 1.3623], [4.1613, -4.0346, -0.2030], [3.1799, -2.5083, -3.4041], [2.0320, -2.1876, -5.7442], [2.9332, -0.5543, -7.3785], [3.4487, 1.7501, -6.6852], [3.1658, 2.4455, -4.3276], [-1.2531, 5.2583, -4.2664], [-0.5379, 4.4978, -3.1454], [0.7119, 5.2816, -2.7319], [-0.1589, 3.1083, -3.6564], [-1.4253, 4.3540, -1.9962], [-2.7584, 4.6935, -1.9658], [-3.2384, 4.3439, -0.7572], [-2.2289, 3.7882, -0.0239], [-2.5349, 3.2651, 1.3863], [-3.2690, 1.9220, 1.3387], [-4.0829, 1.5751, 2.3785], [-4.6513, 0.3859, 2.1080], [-4.1972, -0.0208, 0.8725], [-3.3178, 0.9308, 0.4168], [-2.5303, 0.9216, -1.0619], [-4.5247, -1.2900, 0.2291], [-3.2960, -2.1971, 0.2558], [-5.6622, -1.9716, 0.9983], [-4.9909, -1.0500, -1.2077], [-1.2672, 3.2561, 2.2518], [-0.5975, 4.4363, 2.4148], [0.5340, 4.2044, 3.1033], [0.5796, 2.8564, 3.3964], [-0.5432, 2.2799, 2.8434], [-1.0346, 0.6990, 3.0228], [1.7699, 2.1803, 3.9054], [2.6843, 3.2021, 4.5971], [1.3825, 1.1307, 4.9506], [2.5104, 1.5473, 2.7242], [-1.1168, 3.7625, -0.7960], [0.3806, 3.1852, -0.3395], [-0.5506, 5.4065, -5.0825], [-2.0919, 4.6814, -4.6459], [-1.6046, 6.2350, -3.9341], [1.3853, 5.3788, -3.5795], [0.4455, 6.2741, -2.3688], [1.2230, 4.7419, -1.9393], [0.3893, 3.1766, -4.5922], [0.4646, 2.5914, -2.9332], [-1.0488, 2.5075, -3.8249], [-3.2727, 5.1392, -2.7896], [-4.2204, 4.4490, -0.3440], [-3.3001, 4.0642, 1.8852], [-4.1744, 2.2093, 3.2369], [-5.3270, -0.1830, 2.7100], [-2.8767, -2.2362, 1.2588], [-3.5653, -3.2062, -0.0471], [-2.5260, -1.8392, -0.4214], [-5.3338, -2.2827, 1.9866], [-6.5243, -1.3139, 1.0943], [-5.9681, -2.8579, 0.4488], [-4.1907, -0.6019, -1.7879], [-5.2584, -1.9960, -1.6695], [-5.8517, -0.3828, -1.2267], [-0.9766, 5.3502, 2.0039], [1.2978, 4.8952, 3.3898], [2.1251, 3.7903, 5.3239], [3.4764, 2.6688, 5.1193], [3.1516, 3.8699, 3.8787], [0.8486, 1.6023, 5.7754], [0.7278, 0.3931, 4.4934], [2.2805, 0.6500, 5.3349], [2.6359, 2.2787, 1.9278], [3.4931, 1.1966, 3.0360], [1.9541, 0.7086, 2.3156], [-0.5883, -0.0560, -4.9401], [0.4693, -0.4339, -3.7863], [-0.1952, -3.5532, 0.2071], [0.3020, -4.2493, 1.5981], [0.1058, -3.7649, 2.8504], [0.7188, -4.6076, 3.8499], [1.4989, -5.6393, 3.0126], [0.9065, -5.4839, 1.6997], [-0.0358, -2.7725, 2.9650], [-0.0624, -5.1024, 4.4441], [1.3698, -4.0520, 4.5284], [1.3535, -6.6608, 3.3771], [2.5723, -5.4141, 3.0050], [1.4253, -5.7723, 0.8861], [-1.7767, -4.4985, -2.4803], [-1.0327, -2.9647, -3.1398], [0.2347, -3.3485, -3.7240], [-2.0226, -2.4970, -4.0804], [-0.9061, -2.0970, -1.9227], [-1.7691, -5.2105, -3.2949], [-2.7830, -4.2457, -2.1774], [-1.1833, -4.8366, -1.6447]], "relative_energy_kj_mol": 83.0, "energy_ha": -5183.78865, "charge": -2, "gap_ha": [0.16564, 0.20833], "multiplicity": 2}

(2)
{"formula": "C40H53Cl2N6O2RbS2Si2", "method": "wB97M-V/def2-TZVPD", "symbols": ["Rb", "N", "C", "C", "C", "N", "H", "H", "H", "H", "H", "H", "H", "H", "H", "H", "S", "C", "N", "C", "C", "N", "C", "C", "C", "C", "C", "C", "C", "C", "S", "C", "C", "C", "C", "C", "C", "C", "H", "H", "H", "H", "H", "H", "H", "H", "H", "H", "H", "H", "H", "H", "H", "H", "H", "H", "C", "Si", "C", "C", "N", "C", "C", "C", "C", "C", "C", "N", "Si", "C", "C", "C", "H", "H", "H", "H", "H", "H", "H", "H", "H", "H", "H", "H", "H", "H", "H", "H", "H", "H", "H", "H", "H", "H", "Cl", "C", "C", "C", "Cl", "C", "O", "C", "C", "O", "C", "H", "H", "H"], "xyz": [[0.2439, 0.1220, -0.2814], [-1.9532, -0.7937, 1.8561], [-1.9875, -1.8481, 2.8542], [-2.2722, -3.2233, 2.2390], [-1.1631, -3.7030, 1.2947], [-1.2100, -3.0048, 0.0199], [-1.6242, 0.0664, 2.2894], [-2.8749, -0.6227, 1.4691], [-2.7315, -1.6670, 3.6494], [-1.0036, -1.8714, 3.3300], [-3.2190, -3.1892, 1.6849], [-2.3850, -3.9448, 3.0540], [-1.2300, -4.7995, 1.1910], [-0.1998, -3.4748, 1.7566], [-1.9878, -3.3039, -0.5535], [-0.3515, -3.1190, -0.5091], [-3.9248, 0.7862, -1.0614], [-3.5195, 2.2320, -1.7938], [-4.0044, 3.4299, -1.3227], [-3.8593, 4.6582, -2.0898], [-3.6019, 4.3321, -3.5424], [-2.4530, 3.4554, -3.5869], [-1.4834, 3.6283, -4.6568], [-0.9289, 5.0298, -4.6081], [-0.2357, 5.4512, -3.4746], [0.1912, 6.7630, -3.3596], [-0.0658, 7.6736, -4.3774], [-0.7439, 7.2611, -5.5139], [-1.1730, 5.9452, -5.6253], [-2.6035, 2.2554, -2.9409], [-1.7591, 0.9247, -3.4539], [-4.9765, 3.4962, -0.2450], [-4.6722, 4.6146, 0.7132], [-3.4514, 4.6503, 1.3846], [-3.1799, 5.6498, 2.3029], [-4.1231, 6.6363, 2.5620], [-5.3298, 6.6267, 1.8789], [-5.5975, 5.6234, 0.9582], [-3.0302, 5.2596, -1.7030], [-4.7733, 5.2480, -1.9892], [-3.4049, 5.2388, -4.1099], [-4.4883, 3.8369, -3.9650], [-1.9340, 3.4189, -5.6351], [-0.6980, 2.8906, -4.4977], [-0.0308, 4.7403, -2.6805], [0.7193, 7.0793, -2.4692], [0.2588, 8.7025, -4.2855], [-0.9534, 7.9695, -6.3062], [-1.7083, 5.6229, -6.5123], [-4.9410, 2.5366, 0.2642], [-5.9879, 3.6139, -0.6558], [-2.7153, 3.8763, 1.1960], [-2.2318, 5.6560, 2.8249], [-3.9243, 7.4076, 3.2952], [-6.0626, 7.4036, 2.0607], [-6.5456, 5.6156, 0.4303], [0.2099, 2.8517, 5.3866], [-0.5729, 1.4129, 4.3983], [-1.1472, 0.2391, 5.8167], [-2.1992, 2.0350, 3.6132], [0.4571, 0.9328, 3.1863], [1.7807, 0.6001, 3.2338], [2.3348, -0.2643, 4.2016], [3.6931, -0.5652, 4.2732], [4.5649, -0.0118, 3.3434], [4.0718, 0.8411, 2.3640], [2.7027, 1.1932, 2.2606], [2.1979, 2.0589, 1.3611], [2.8310, 3.2605, 0.3881], [1.4571, 3.7982, -0.8164], [3.3417, 4.7852, 1.4304], [4.3401, 2.8992, -0.7332], [-0.4027, 3.2202, 6.2183], [0.4298, 3.6872, 4.7174], [1.1647, 2.5062, 5.7934], [-1.7989, 0.7527, 6.5338], [-0.2788, -0.1304, 6.3694], [-1.6920, -0.6335, 5.4406], [-2.6211, 2.8664, 4.1900], [-2.9709, 1.2591, 3.5675], [-2.0256, 2.3993, 2.5973], [1.6429, -0.6981, 4.9207], [4.0716, -1.2219, 5.0531], [5.6249, -0.2515, 3.3815], [4.7487, 1.2807, 1.6363], [0.5480, 4.0999, -0.2873], [1.2101, 2.9652, -1.4835], [1.7793, 4.6379, -1.4460], [2.4946, 5.1429, 2.0211], [3.7111, 5.6178, 0.8187], [4.1306, 4.5033, 2.1327], [4.2426, 1.8846, -1.1302], [5.2854, 2.9533, -0.1862], [4.4050, 3.5797, -1.5893], [5.5191, -1.8770, -6.3290], [4.4444, -1.2507, -5.0960], [4.0730, 0.1041, -5.1492], [3.2298, 0.5982, -4.2004], [2.7478, 2.2620, -4.2599], [2.6704, -0.1937, -3.1101], [1.9243, 0.3045, -2.2550], [3.0759, -1.5862, -3.1381], [2.5668, -2.5424, -2.1854], [1.7161, -2.3963, -1.3244], [3.9608, -2.0679, -4.1157], [4.4534, 0.7385, -5.9379], [3.0287, -3.5519, -2.3063], [4.2478, -3.1137, -4.0922]], "energy_ha": -4355.01155, "charge": -2, "gap_ha": 0.07866}